{"formula": "C2H4Si", "method": "wB97M-V/def2-TZVPD", "species": ["H", "H", "H", "C", "Si", "C", "H"], "xyz": [[1.85972, -0.90189, 1.02240], [-2.95008, -0.00861, -0.07240], [1.20239, 1.48399, 0.24635], [-0.67086, 0.02994, -0.01348], [1.12541, 0.05270, 0.04756], [-1.93609, -0.08236, 0.06579], [1.36951, -0.57378, -1.29622]], "atomic_forces_ev_per_a": [[-0.73, 1.00, -0.42], [-1.82, -0.05, -0.01], [1.04, 0.49, 0.02], [-6.85, -1.34, 1.18], [0.33, -1.52, -0.42], [7.51, 0.80, -0.62], [0.52, 0.64, 0.26]], "e_above_lowest_kcal_mol": 9.91}